# 1
Entry from the Open Molecules 2025 dataset: C3H5FO2 in the gas phase in a non-equilibrium geometry (ωB97M-V/def2-TZVPD).

Structure (XYZ):
```
11
Properties=species:S:1:pos:R:3:forces:R:3
F 1.2345 0.6791 1.8868 0.318 0.288 0.801
O 0.0423 -1.3741 -0.6388 0.516 0.183 1.577
O -0.1079 0.7736 -0.2294 -0.062 0.917 1.002
C 1.2260 -0.5198 1.2447 -1.459 -0.374 1.351
C -1.2028 0.7875 -1.1325 -0.552 0.143 -1.185
C 0.3255 -0.4344 0.0960 -1.196 -1.291 -3.675
H 2.1805 -0.7750 0.9221 1.904 -0.305 -0.677
H -1.9139 0.0512 -0.8438 -0.648 -0.704 0.611
H -0.9286 0.4035 -2.1556 0.035 1.171 0.836
H 0.8852 -1.3593 1.8913 0.044 0.698 -0.145
H -1.7407 1.7676 -1.0406 1.100 -0.727 -0.496
```
Forces are in eV/Å.

F_max: 0.0792 Eh/bohr
HOMO-LUMO gap: 11.6 eV
Energy: -10003.832 eV
ΔE to the lowest compared entry with this formula, charge and spin: 14.6 kcal/mol
E_LUMO: 0.03364 Eh
Charge: 0

Results of the natural (NBO) charge analysis, in e, for atoms 1 through 4: F -0.334; O -0.604; O -0.481; C -0.041


# 2
Entry from the Open Molecules 2025 dataset: C3H5FO2S in the gas phase in a non-equilibrium geometry (ωB97M-V/def2-TZVPD).

Structure (XYZ):
```
12
Properties=species:S:1:pos:R:3:forces:R:3
S -2.4911 0.1508 0.4223 1.606 -0.616 0.714
F 1.3900 2.1214 0.2842 -0.750 -0.616 -0.894
O -3.2087 0.0441 -0.8159 -1.119 0.224 -1.156
O -1.3096 -1.0306 0.2353 -2.658 0.422 -0.219
C -0.0875 -0.8586 0.7256 6.572 -0.075 1.210
C 0.8361 1.2235 -0.6022 -0.571 0.804 0.039
C 0.9888 -0.1753 -0.2912 1.338 -0.930 -0.656
H 0.1557 -0.2411 1.6923 -1.445 -1.138 -1.354
H 1.1299 -0.7327 -1.2871 -0.774 0.476 1.418
H 2.0411 -0.1854 0.1291 -1.176 -0.638 0.251
H 0.4391 -1.8866 0.8486 -1.340 1.424 0.247
H 0.1161 1.5706 -1.3409 0.318 0.663 0.400
```
Forces are in eV/Å.

F_max: 0.1300 Eh/bohr
HOMO-LUMO gap (alpha / beta): 9.2 / 7.0 eV
Energy: -20835.605 eV
ΔE to the lowest compared entry with this formula, charge and spin: 89.2 kcal/mol
E_LUMO (alpha / beta): 0.01126 / -0.03685 Eh
Charge: 0

Results of the natural (NBO) charge analysis, in e, for atoms 1 through 4: S 1.227; F -0.349; O -0.807; O -0.682